1.
Entry from OMol25: an isolated molecule of C5H9NO2 in a non-equilibrium geometry (wB97M-V/def2-TZVPD).

Geometry as XYZ:
```
17
Properties=species:S:1:pos:R:3
C 1.28 -0.29 0.45
H -0.92 2.03 1.10
H 2.58 -1.58 1.28
C -1.43 -0.31 -1.28
N -0.91 -1.01 -0.10
C -0.24 -0.03 0.73
C -0.58 1.40 0.27
H -0.71 -0.36 -2.10
H -1.70 -1.41 0.39
H -0.36 -0.18 1.80
C -1.63 1.17 -0.85
O 1.92 0.15 -0.45
H -1.47 1.81 -1.71
H 0.26 1.94 -0.16
H -2.67 1.33 -0.57
H -2.38 -0.75 -1.59
O 1.70 -1.18 1.38
```

Its energy above the lowest of the compared OMol25 structures with the same formula, charge and spin is 47.3 kJ/mol. The max |F| is 0.0508 Eh/bohr. The calculation puts the frontier orbital gap at 9.936 eV. As for the highest occupied orbital energy: -9.11 eV. The spin multiplicity is 1. As for the net charge: 0. Its structure (SMILES) is O=C(O)[C@H]1CCCN1.

---

2.
Entry from OMol25: a structure of composition C24H21Br3N4O6 in a non-equilibrium geometry (wB97M-V/def2-TZVPD).

Geometry as XYZ:
```
58
Properties=species:S:1:pos:R:3
H -1.12 1.41 4.07
O 1.13 -0.71 -3.12
C -0.16 -1.34 -4.95
O -0.44 4.03 3.90
N 0.74 3.99 3.67
H 0.69 8.34 2.24
H -0.77 -2.16 -8.68
N -2.07 0.69 0.91
H -1.36 -0.82 -0.26
H 0.84 -2.87 -1.27
C 0.78 6.36 3.07
C -0.46 -5.55 0.39
C -0.26 -0.09 2.81
C 3.27 6.18 2.11
C -0.58 -1.90 -7.65
C -0.91 -2.43 -5.33
H 3.33 4.16 2.83
H 4.29 6.04 1.75
H -2.69 2.17 2.21
C 1.44 5.18 3.21
C -1.21 -0.28 0.67
H 2.84 -4.24 -1.01
C -0.43 -4.29 -0.23
C 1.28 7.46 2.41
C -1.14 -2.72 -6.66
H -1.43 -5.88 0.73
C 0.76 -3.85 -0.81
H 0.43 -0.38 3.60
O -0.92 -1.24 -2.79
N 0.03 -1.04 -3.52
H 1.08 0.27 -5.60
H -0.23 6.39 3.49
Br -5.57 2.47 2.68
Br -4.34 0.89 5.18
H 0.44 -1.52 1.38
N 3.01 -6.73 -0.01
C 1.82 -5.91 -0.13
H -1.32 -3.68 -0.31
C -1.17 0.92 3.11
O 3.01 -7.61 0.82
C 2.58 7.37 1.89
H -4.10 3.30 4.57
H 0.70 -0.25 -8.00
C -0.29 -0.75 1.60
Br -6.29 3.38 5.66
O 3.95 -6.49 -0.74
C 0.25 -0.87 -7.24
C 2.77 5.08 2.73
C -2.02 1.34 2.08
H -1.35 -3.05 -4.56
O 1.40 2.98 3.73
C 0.62 -6.39 0.35
H -1.75 -3.56 -6.96
C -4.94 2.63 4.52
C 1.89 -4.66 -0.72
C 0.48 -0.57 -5.91
H 3.03 8.24 1.42
H 0.42 -7.40 0.68
```

The max |F| is 0.0386 Eh/bohr. The calculation puts the frontier orbital gap at 8.506 eV. As for the highest occupied orbital energy: -9.10 eV. The spin multiplicity is 1. As for the net charge: 0.

---

3.
Entry from OMol25: a structure of composition C10H23F2N2O6PS3 in a non-equilibrium geometry (wB97M-V/def2-TZVPD).

Geometry as XYZ:
```
47
Properties=species:S:1:pos:R:3
H -2.01 -4.86 -2.83
H -3.26 -0.50 -1.60
H 0.83 -0.46 -2.31
C -2.17 -1.51 -0.08
F -0.72 1.96 3.21
C -0.55 1.47 -0.92
H 0.37 -1.49 -0.97
C 0.62 0.62 -0.40
S -1.90 4.45 4.39
O -0.47 -3.47 -1.09
H 4.05 -1.07 0.86
N -0.57 4.42 3.50
H 4.85 0.62 -0.90
H -1.56 -0.71 -2.01
C 2.96 -1.09 0.77
N 4.45 0.01 -3.31
H -2.86 -1.23 0.72
H 4.24 -0.91 -3.68
H -2.67 1.63 -0.99
C -2.24 -0.47 -1.19
H 0.42 0.33 0.63
O -2.55 -2.82 -0.51
P 3.90 0.38 -1.92
C -2.23 -3.80 -2.69
C 2.34 -2.33 1.45
H 3.11 -3.06 1.66
O 0.81 3.17 1.86
O -2.05 3.32 5.25
S 2.67 -1.17 -1.02
H -1.16 -1.55 0.35
H 1.87 -2.02 2.38
H -0.44 1.73 -1.98
H -0.43 2.40 -0.37
H -3.30 -3.62 -2.72
H 2.53 -0.17 1.16
C -1.65 -3.37 -1.37
C 0.98 -0.62 -1.23
O -1.59 3.30 1.45
H -2.08 0.92 0.48
F -1.44 5.62 5.35
O -3.05 4.96 3.72
H -1.74 -3.21 -3.46
H 1.58 -2.80 0.82
S -0.51 3.33 2.40
C -1.94 0.92 -0.60
H 3.05 1.49 -1.90
H 1.50 1.27 -0.38
```

Its energy above the lowest of the compared OMol25 structures with the same formula, charge and spin is 21.9 kJ/mol. The max |F| is 0.0220 Eh/bohr. The calculation puts the frontier orbital gap at 7.735 eV. As for the highest occupied orbital energy: -8.83 eV. The spin multiplicity is 1. As for the net charge: 0.

---

4.
Entry from OMol25: a structure of composition C6H21CoN5O5S in a non-equilibrium geometry (wB97M-V/def2-TZVPD).

Geometry as XYZ:
```
39
Properties=species:S:1:pos:R:3
O -0.59 -3.20 1.63
C -1.76 2.22 -3.12
H -1.84 4.02 -0.98
H -1.96 -0.90 0.19
C -1.40 2.03 -0.50
H -2.74 2.73 -3.05
N -0.97 1.16 0.40
O -0.86 1.74 1.65
H 2.14 1.78 -0.56
S 1.51 0.23 1.15
H -0.98 -1.25 -3.16
H -1.02 -2.74 3.84
H -1.39 -1.35 2.81
H 1.49 -2.82 -0.94
O -1.12 -1.33 -0.10
H 2.57 1.68 -2.04
C -1.39 1.49 -1.87
H -1.81 1.47 -3.93
O 2.19 2.30 -1.40
H -0.82 3.85 0.48
H -0.97 -2.14 0.45
N -0.72 0.33 -2.06
H 4.05 -0.10 2.56
N 2.66 -1.85 0.21
Co 0.51 -0.38 -0.94
N 1.38 -2.02 -0.31
H -0.25 -4.14 1.49
H -2.65 -2.70 2.70
H 3.39 -2.55 0.18
H -2.55 3.49 0.58
H 4.54 -1.57 1.81
C 2.80 -0.85 1.08
N 3.97 -0.73 1.76
H -0.98 2.98 -3.39
C -1.67 3.43 -0.07
H -0.28 1.14 2.17
O -1.10 -0.29 -3.28
C -1.66 -2.39 3.03
H 0.31 -2.76 1.54
```

Its energy above the lowest of the compared OMol25 structures with the same formula, charge and spin is 202.2 kJ/mol. Its expectation value of S² is 6.02. The max |F| is 0.0569 Eh/bohr. The calculation puts the frontier orbital gap (alpha / beta) at 1.794 / 4.126 eV. As for the highest occupied orbital energy (alpha / beta): -7.77 / -10.11 eV. The spin multiplicity is 5. As for the net charge: +1.

---

5.
Entry from OMol25: an isolated molecule of C2H3N3 (wB97M-V/def2-TZVPD).

Geometry as XYZ:
```
8
Properties=species:S:1:pos:R:3
N 0.11 -1.06 -0.06
H -1.84 -0.42 -1.21
H 1.87 -0.05 0.51
C 0.88 0.13 0.08
C -1.23 -0.74 -0.38
H 1.12 1.99 -0.21
N -1.23 -1.00 0.83
N 0.43 1.25 -0.33
```

Its energy above the lowest of the compared OMol25 structures with the same formula, charge and spin is 326.0 kJ/mol. The max |F| is 0.0093 Eh/bohr. The calculation puts the frontier orbital gap at 10.876 eV. As for the highest occupied orbital energy: -10.05 eV. The spin multiplicity is 1. As for the net charge: 0. Its structure (SMILES) is [H]/N=C/N1C=N1.

---

6.
Entry from OMol25: an isolated molecule of C5H8O (wB97M-V/def2-TZVPD).

Geometry as XYZ:
```
14
Properties=species:S:1:pos:R:3
H 3.33 -0.42 0.17
H -1.27 -0.19 -1.51
H -1.92 -0.73 1.44
C 2.69 0.37 -0.22
H -3.06 -0.08 0.21
C 1.35 -0.16 -0.29
H 3.03 0.70 -1.20
O -1.68 1.24 0.86
H -1.41 -1.78 -0.73
H -0.74 1.25 1.07
C -2.03 -0.10 0.55
C 0.23 -0.59 -0.25
H 2.65 1.21 0.48
C -1.17 -0.72 -0.57
```

Its energy above the lowest of the compared OMol25 structures with the same formula, charge and spin is 203.7 kJ/mol. The max |F| is 0.0191 Eh/bohr. The calculation puts the frontier orbital gap at 10.413 eV. As for the highest occupied orbital energy: -9.56 eV. The spin multiplicity is 1. As for the net charge: 0. Its structure (SMILES) is CC#CCCO.

---

7.
Entry from OMol25: a structure of composition C12H36B2F8O6S6Y in a non-equilibrium geometry (wB97M-V/def2-TZVPD).

Geometry as XYZ:
```
71
Properties=species:S:1:pos:R:3
C 26.63 17.97 14.95
C 30.09 14.72 21.35
H 31.15 14.53 21.20
H 26.15 17.11 14.47
C 27.91 16.58 20.90
H 28.58 19.22 16.59
H 25.72 13.65 12.42
H 27.24 14.70 12.65
H 28.06 16.68 21.98
H 33.64 12.75 16.84
H 31.92 10.58 19.51
H 32.67 11.30 16.87
F 28.57 12.50 17.86
O 28.07 16.38 16.81
Y 29.38 14.49 16.76
H 27.09 19.88 17.28
F 31.84 15.98 13.79
O 27.88 13.87 15.24
H 24.80 14.35 16.38
H 27.09 15.87 20.82
H 33.98 11.51 18.07
H 29.08 9.86 13.42
H 27.16 12.98 12.40
B 30.88 15.12 14.27
H 31.67 9.75 15.35
S 29.48 15.94 20.12
S 29.44 10.94 15.42
S 26.60 13.31 14.70
H 34.16 17.51 17.13
C 25.24 14.40 15.38
H 30.30 8.65 15.22
H 26.04 18.88 15.00
F 31.39 14.54 15.36
H 30.75 18.71 15.49
B 27.41 12.97 18.29
S 26.92 17.43 16.80
C 29.25 10.93 13.60
O 31.05 13.68 17.99
F 27.37 13.13 19.66
H 28.12 18.81 18.24
O 29.95 12.32 15.89
O 29.25 15.22 18.85
H 30.48 10.97 18.47
F 27.36 14.26 17.78
H 30.16 11.22 13.08
C 33.20 12.01 17.51
H 33.63 16.12 17.95
H 30.12 15.22 22.31
C 27.73 19.00 17.24
H 29.45 13.85 21.51
H 33.61 16.27 16.11
H 32.17 17.97 14.84
C 33.40 16.73 17.07
C 26.67 13.81 12.91
H 27.60 18.01 14.47
F 26.39 12.18 17.75
S 32.06 12.84 18.74
F 30.39 14.19 13.42
C 30.67 9.55 15.72
O 30.83 16.24 17.17
H 32.15 19.47 15.79
H 30.53 11.49 20.13
H 27.55 17.55 20.55
H 25.42 15.48 15.41
C 31.15 11.31 19.26
H 24.36 14.37 14.75
F 29.81 15.83 14.75
S 31.72 17.46 17.27
C 31.78 18.45 15.73
H 30.81 9.30 16.77
H 28.34 11.37 13.19
```

Its expectation value of S² is 0.76. The max |F| is 0.0859 Eh/bohr. The calculation puts the frontier orbital gap (alpha / beta) at 8.119 / 3.179 eV. As for the highest occupied orbital energy (alpha / beta): -13.63 / -13.62 eV. The spin multiplicity is 2. As for the net charge: +2.